No. 1
This record from OMol25 describes one molecule with the formula C10H10N2OS. The level of theory is wB97M-V/def2-TZVPD.

LUMO energy, hartree: 0.0221
Multiplicity: 1
SMILES: Oc1ccccc1CNc1nccs1
HOMO-LUMO gap, eV: 8.6

Each line ends with the Mulliken charge.
Cartesian coordinates (Å):
O (-2.26149, -1.99412, 0.89814)  -0.54
C (-2.19562, -0.71059, 0.43473)  0.83
C (-3.22026, 0.21120, 0.66912)  -0.76
C (-3.09657, 1.50679, 0.16239)  -0.45
C (-1.96542, 1.86959, -0.57565)  -0.78
C (-0.95670, 0.92977, -0.79521)  -0.27
C (-1.06506, -0.36105, -0.29842)  0.37
C (0.01170, -1.41918, -0.51918)  -1.07
N (1.22466, -0.91165, -1.13394)  -0.16
C (2.23909, -0.37205, -0.40377)  0.55
N (3.45167, -0.24707, -0.87604)  -0.67
C (4.26292, 0.34959, 0.05985)  -0.48
C (3.68061, 0.66712, 1.24990)  -0.23
S (2.00380, 0.22810, 1.21100)  -0.05
H (-3.07610, -2.14710, 1.39991)  0.31
H (-4.06391, -0.09111, 1.26280)  0.30
H (-3.87233, 2.23883, 0.34990)  0.37
H (-1.91271, 2.87749, -0.97465)  0.37
H (-0.07839, 1.18896, -1.35872)  0.44
H (-0.38056, -2.20820, -1.15391)  0.49
H (0.24911, -1.90447, 0.42875)  0.42
H (1.56752, -1.35890, -2.00267)  0.27
H (5.30304, 0.52583, -0.16221)  0.41
H (4.15100, 1.13220, 2.12788)  0.35



No. 2
This record from OMol25 describes one molecule with the formula C10H10N2OS. The level of theory is wB97M-V/def2-TZVPD.

LUMO energy (spin up / spin down), hartree: -0.0134 / -0.0134
Multiplicity: 1
HOMO-LUMO gap (spin up / spin down), eV: 6.6 / 6.6

Each line ends with the Mulliken charge.
Cartesian coordinates (Å):
C (0.92952, -2.61335, 0.75734)  -0.71
C (2.13881, -2.53426, -0.01539)  -0.01
C (0.49558, 1.18052, -1.72281)  -0.39
C (-0.56141, 2.04745, -1.32965)  -0.67
C (0.57752, 0.07468, -0.98505)  0.08
C (-0.01023, -0.35056, 0.14868)  0.11
C (-0.01818, -1.59120, 0.84034)  0.54
C (-1.07603, 1.84949, -0.05714)  0.87
C (2.41280, -1.75654, -1.09188)  -0.42
C (-2.02863, 2.68691, 0.61368)  -1.53
N (-0.72089, 0.80852, 0.75943)  -0.20
N (-0.97902, -1.67094, 1.88019)  -0.61
O (3.24902, -0.06608, -2.85032)  -0.51
S (2.72776, -1.40972, -2.68348)  0.21
H (0.79481, -3.35326, 1.58354)  0.15
H (2.96735, -3.01925, 0.43139)  0.38
H (1.25534, 1.50981, -2.44491)  0.43
H (-1.22360, 2.78244, -1.75048)  0.27
H (-1.64170, 3.09470, 1.51309)  0.36
H (-3.03821, 2.31058, 0.63039)  0.35
H (-2.35120, 3.58539, 0.05311)  0.40
H (-1.10400, 0.71087, 1.74038)  0.39
H (-1.91278, -1.68157, 1.57282)  0.25
H (-0.88261, -2.59463, 2.40675)  0.27



No. 3
This record from OMol25 describes a 2-piece molecular cluster, C10H10N3P overall. The level of theory is wB97M-V/def2-TZVPD.

LUMO energy (spin up / spin down), hartree: -0.0698 / -0.0713
Multiplicity: 1
HOMO-LUMO gap (spin up / spin down), eV: 6.5 / 6.5

Each line ends with the Mulliken charge.
Cartesian coordinates (Å):
C (-4.37175, -0.19301, -0.91622)  0.33
C (1.84991, 0.28594, -1.59397)  -0.60
C (1.80211, 1.50183, -0.88405)  -0.47
C (0.96720, -0.77476, -1.32500)  -0.63
C (0.89927, 1.71466, 0.14250)  -0.66
C (0.04863, -0.53385, -0.32260)  0.73
C (0.05698, 0.67055, 0.47140)  0.57
C (-1.57357, -0.73600, 1.20960)  -0.99
C (-1.27609, -2.66577, -0.27101)  -0.89
C (-1.44816, 1.47086, 2.34974)  -0.83
N (-4.12008, -0.80352, -1.87668)  -0.38
N (-0.95719, -1.37095, 0.21876)  0.57
N (-0.97878, 0.50446, 1.34668)  0.35
P (-4.56400, 0.49321, 0.65323)  0.03
H (2.56836, 0.16216, -2.39879)  0.36
H (2.60155, 2.28394, -0.95822)  0.29
H (1.15331, -1.81454, -1.65959)  0.24
H (0.98323, 2.65089, 0.73382)  0.25
H (-1.55641, -3.38708, 0.55933)  0.31
H (-2.01184, -2.69084, -1.11364)  0.29
H (-0.30609, -3.02894, -0.68656)  0.27
H (-0.94245, 1.27655, 3.20576)  0.41
H (-1.14499, 2.51927, 2.08806)  0.27
H (-2.60837, 1.43924, 2.56028)  0.17



No. 4
This record from OMol25 describes C10H10N4O3Pt as an isolated structure. The level of theory is wB97M-V/def2-TZVPD.

LUMO energy, hartree: 0.0088
Multiplicity: 1
HOMO-LUMO gap, eV: 8.0

Each line ends with the Mulliken charge.
Cartesian coordinates (Å):
Pt (0.82437, -1.10093, -0.86735)  0.62
N (0.99367, -3.22980, -0.94982)  -0.51
N (1.37689, -3.50580, -2.27828)  -0.27
C (1.80901, -2.47304, -3.13998)  0.74
O (2.27910, -2.78065, -4.21178)  -0.65
O (1.65771, -1.26950, -2.67763)  -0.63
H (1.60422, -3.65632, -0.25899)  0.32
H (0.04058, -3.54902, -0.81185)  0.36
H (1.68773, -4.43535, -2.50514)  0.24
O (0.23340, -1.07623, 1.03512)  -0.84
C (-0.20482, -0.05653, 1.73003)  0.65
C (-0.32714, -0.24679, 3.12482)  -0.39
C (-0.76194, 0.75389, 3.95623)  -0.43
C (-1.09783, 2.01172, 3.44418)  -0.80
C (-0.99145, 2.21844, 2.09116)  -0.68
C (-0.56244, 1.20865, 1.21474)  0.25
C (-0.51280, 1.47249, -0.20921)  0.96
N (-0.01244, 0.68254, -1.14682)  -0.46
C (-0.18034, 1.28903, -2.37473)  -0.34
C (-0.81580, 2.46559, -2.18017)  -0.57
N (-1.02210, 2.56677, -0.81939)  -0.06
H (-0.05269, -1.21888, 3.51252)  0.42
H (-0.83429, 0.56830, 5.02057)  0.37
H (-1.42517, 2.80753, 4.09809)  0.39
H (-1.23303, 3.20036, 1.69986)  0.26
H (0.17325, 0.81913, -3.27554)  0.49
H (-1.13962, 3.22363, -2.86887)  0.41
H (-1.50605, 3.31076, -0.35175)  0.16



No. 5
This record from OMol25 describes an isolated ion of composition C10H10NO2 and charge +1. The level of theory is wB97M-V/def2-TZVPD.

LUMO energy, hartree: -0.1463
Multiplicity: 1
SMILES: O=CC1=CO[C@H](c2ccccc2)[NH2+]1
HOMO-LUMO gap, eV: 9.4
Net charge: +1

Each line ends with the Mulliken charge.
Cartesian coordinates (Å):
O (-3.92946, -1.60729, 0.53491)  -0.47
C (-3.98619, -0.55043, -0.05217)  -0.09
C (-2.75499, 0.28755, -0.19349)  0.16
C (-2.28757, 1.23931, -1.01045)  -0.14
O (-1.07483, 1.67451, -0.69039)  -0.29
C (-0.61512, 1.00401, 0.55332)  -0.32
C (0.68128, 0.43191, 0.23034)  0.60
C (1.79140, 0.75456, 0.98620)  -0.78
C (3.00612, 0.16369, 0.66763)  -0.56
C (3.00705, -0.80247, -0.27595)  -0.31
C (1.89335, -1.20542, -1.00802)  -0.85
C (0.76346, -0.44176, -0.86433)  -0.37
N (-1.61940, -0.13364, 0.64316)  -0.11
H (-4.84620, -0.15965, -0.57391)  0.37
H (-2.85857, 1.63354, -1.89471)  0.41
H (-0.56121, 1.85966, 1.19838)  0.49
H (1.80227, 1.40088, 1.75717)  0.48
H (4.01345, 0.27922, 1.01987)  0.38
H (3.88477, -1.26646, -0.37677)  0.51
H (2.02020, -1.96778, -1.78510)  0.36
H (-0.02975, -0.60821, -1.49644)  0.59
H (-1.93801, -0.38080, 1.63988)  0.45
H (-1.28474, -1.06645, 0.26289)  0.50



No. 6
This record from OMol25 describes one molecule with the formula C10H10O. The level of theory is wB97M-V/def2-TZVPD.

LUMO energy, hartree: 0.0291
Multiplicity: 1
SMILES: Oc1cccc2c1C=CCC2
HOMO-LUMO gap, eV: 8.5

Each line ends with the Mulliken charge.
Cartesian coordinates (Å):
O (-1.12791, -2.72527, -0.57971)  -0.53
C (-1.15536, -1.41812, -0.45541)  0.45
C (-2.39051, -0.92614, -0.92002)  -0.80
C (-2.65657, 0.43748, -0.72407)  -0.34
C (-1.58386, 1.19975, -0.17892)  -0.84
C (-0.22582, 0.66333, -0.00210)  0.91
C (0.01306, -0.61592, -0.05186)  0.99
C (1.29757, -1.30042, 0.08481)  -0.71
C (2.26256, -0.50277, 0.53682)  -0.60
C (2.17702, 0.96651, 0.73101)  -0.62
C (0.81150, 1.72489, 0.25843)  -0.90
H (-0.38722, -3.14613, -0.22589)  0.27
H (-3.20144, -1.54549, -1.28991)  0.38
H (-3.62613, 0.94250, -0.82689)  0.34
H (-1.70050, 2.27772, 0.11512)  0.29
H (1.42201, -2.40890, 0.09497)  0.05
H (3.23661, -0.88400, 0.81706)  0.40
H (2.35498, 1.02501, 1.87760)  0.29
H (2.98989, 1.49675, 0.12127)  0.25
H (0.59504, 2.34066, 1.17715)  0.29
H (0.89507, 2.39855, -0.55945)  0.43



Copy entry 1 word for word.
This record from OMol25 describes one molecule with the formula C10H10N2OS. The level of theory is wB97M-V/def2-TZVPD.

LUMO energy, hartree: 0.0221
Multiplicity: 1
SMILES: Oc1ccccc1CNc1nccs1
HOMO-LUMO gap, eV: 8.6

Each line ends with the Mulliken charge.
Cartesian coordinates (Å):
O (-2.26149, -1.99412, 0.89814)  -0.54
C (-2.19562, -0.71059, 0.43473)  0.83
C (-3.22026, 0.21120, 0.66912)  -0.76
C (-3.09657, 1.50679, 0.16239)  -0.45
C (-1.96542, 1.86959, -0.57565)  -0.78
C (-0.95670, 0.92977, -0.79521)  -0.27
C (-1.06506, -0.36105, -0.29842)  0.37
C (0.01170, -1.41918, -0.51918)  -1.07
N (1.22466, -0.91165, -1.13394)  -0.16
C (2.23909, -0.37205, -0.40377)  0.55
N (3.45167, -0.24707, -0.87604)  -0.67
C (4.26292, 0.34959, 0.05985)  -0.48
C (3.68061, 0.66712, 1.24990)  -0.23
S (2.00380, 0.22810, 1.21100)  -0.05
H (-3.07610, -2.14710, 1.39991)  0.31
H (-4.06391, -0.09111, 1.26280)  0.30
H (-3.87233, 2.23883, 0.34990)  0.37
H (-1.91271, 2.87749, -0.97465)  0.37
H (-0.07839, 1.18896, -1.35872)  0.44
H (-0.38056, -2.20820, -1.15391)  0.49
H (0.24911, -1.90447, 0.42875)  0.42
H (1.56752, -1.35890, -2.00267)  0.27
H (5.30304, 0.52583, -0.16221)  0.41
H (4.15100, 1.13220, 2.12788)  0.35